1.
{
  "formula": "C38H28BrCdF4N3O2P",
  "method": "ωB97M-V/def2-TZVPD",
  "elements": ["Cd", "C", "O", "C", "C", "C", "C", "C", "C", "N", "N", "C", "C", "O", "C", "C", "C", "C", "C", "C", "C", "C", "H", "H", "H", "H", "H", "H", "H", "H", "H", "H", "H", "H", "H", "F", "C", "C", "F", "C", "F", "C", "P", "C", "C", "C", "C", "C", "C", "C", "C", "C", "C", "C", "C", "C", "Br", "C", "F", "H", "H", "H", "H", "H", "H", "H", "H", "H", "H", "C", "C", "C", "N", "H", "H", "H", "H", "H"],
  "coordinates": [[-0.187, 0.088, 0.002], [-1.791, 0.675, 2.964], [-0.581, 0.134, 2.441], [-0.409, -1.211, 2.782], [-0.042, -1.553, 4.074], [0.129, -2.883, 4.420], [-0.077, -3.871, 3.468], [-0.424, -3.541, 2.174], [-0.590, -2.204, 1.800], [-0.921, -1.792, 0.514], [-1.060, -2.739, -0.368], [-1.302, -2.491, -1.650], [-1.492, -1.179, -2.243], [-1.532, -0.097, -1.568], [-1.641, -1.100, -3.669], [-1.550, -2.193, -4.462], [-1.368, -3.493, -3.915], [-1.282, -4.615, -4.750], [-1.197, -5.878, -4.217], [-1.187, -6.045, -2.834], [-1.209, -4.953, -1.995], [-1.300, -3.657, -2.514], [-2.661, 0.196, 2.499], [-1.845, 0.540, 4.048], [-1.782, 1.741, 2.738], [0.111, -0.774, 4.807], [0.420, -3.144, 5.427], [0.034, -4.908, 3.744], [-0.588, -4.306, 1.434], [-1.807, -0.116, -4.081], [-1.625, -2.099, -5.536], [-1.298, -4.467, -5.819], [-1.150, -6.739, -4.866], [-1.164, -7.041, -2.418], [-1.172, -5.086, -0.927], [6.569, 1.963, -3.069], [5.644, 1.364, -2.334], [5.994, 0.649, -1.191], [7.267, 0.554, -0.822], [5.000, 0.028, -0.439], [5.370, -0.688, 0.623], [3.649, 0.117, -0.766], [2.350, -0.708, 0.271], [2.707, -2.447, -0.164], [3.648, -3.223, 0.508], [3.820, -4.550, 0.155], [3.069, -5.106, -0.869], [2.156, -4.328, -1.561], [1.980, -2.999, -1.218], [2.959, -0.483, 1.970], [3.449, 0.763, 2.355], [3.891, 0.964, 3.649], [3.839, -0.070, 4.571], [3.297, -1.290, 4.207], [2.840, -1.497, 2.917], [3.323, 0.811, -1.932], [1.531, 0.916, -2.553], [4.302, 1.425, -2.706], [3.952, 2.074, -3.810], [4.249, -2.796, 1.296], [4.544, -5.152, 0.682], [3.208, -6.143, -1.136], [1.576, -4.747, -2.370], [1.276, -2.390, -1.774], [3.494, 1.568, 1.630], [4.282, 1.927, 3.935], [4.215, 0.081, 5.571], [3.235, -2.091, 4.927], [2.395, -2.445, 2.650], [-3.248, 4.100, 1.496], [-2.314, 4.199, 0.279], [-1.396, 3.107, 0.220], [-0.645, 2.240, 0.206], [-3.926, 4.951, 1.489], [-2.681, 4.116, 2.425], [-3.834, 3.183, 1.466], [-1.735, 5.129, 0.313], [-2.898, 4.195, -0.648]],
  "lowdin_charge": [1.266, -0.059, -0.228, -0.267, -0.029, -0.077, -0.070, -0.007, -0.228, -0.098, 0.096, -0.186, -0.372, -0.221, -0.010, 0.008, -0.173, -0.025, -0.073, -0.068, -0.039, -0.116, 0.108, 0.099, 0.064, 0.130, 0.112, 0.111, 0.102, 0.117, 0.124, 0.116, 0.107, 0.108, 0.100, 0.156, -0.120, -0.119, 0.147, -0.205, 0.112, -0.303, 1.052, -0.346, -0.088, -0.056, -0.056, -0.059, -0.096, -0.380, -0.096, -0.064, -0.061, -0.066, -0.116, -0.565, 0.825, -0.255, 0.090, 0.098, 0.111, 0.111, 0.103, 0.082, 0.111, 0.109, 0.110, 0.113, 0.099, -0.077, -0.194, -0.166, 0.119, 0.085, 0.079, 0.083, 0.136, 0.136],
  "total_charge": 1,
  "spin_multiplicity": 1,
  "e_above_lowest_kcal_mol": 11.9,
  "homo_lumo_gap_ev": 6.6463,
  "energy_ev": -143184.9219
}

=====

2.
{
  "formula": "C38H28Cl2FIPSc",
  "method": "ωB97M-V/def2-TZVPD",
  "elements": ["Sc", "I", "C", "C", "C", "C", "C", "C", "C", "C", "C", "P", "C", "C", "C", "C", "C", "C", "C", "C", "C", "C", "C", "C", "C", "H", "H", "H", "H", "H", "H", "H", "H", "H", "H", "H", "H", "H", "H", "H", "H", "Cl", "C", "Cl", "H", "H", "F", "C", "C", "C", "C", "C", "C", "C", "C", "C", "C", "C", "C", "C", "C", "C", "H", "H", "H", "H", "H", "H", "H", "H", "H", "H"],
  "coordinates": [[-1.425, 2.331, 1.284], [-1.511, 4.845, 0.093], [-1.207, 1.489, -1.623], [-2.100, 1.953, -2.570], [-1.682, 2.327, -3.850], [-0.380, 2.138, -4.218], [0.567, 1.667, -3.290], [1.887, 1.394, -3.700], [2.820, 0.928, -2.816], [2.499, 0.854, -1.458], [1.228, 1.148, -1.010], [1.028, 1.445, 0.782], [2.055, 0.123, 1.509], [1.478, -1.142, 1.585], [2.212, -2.208, 2.072], [3.527, -2.026, 2.466], [4.090, -0.762, 2.430], [3.358, 0.314, 1.958], [2.067, 2.929, 1.050], [2.209, 3.293, 2.391], [2.913, 4.429, 2.739], [3.450, 5.237, 1.746], [3.316, 4.879, 0.416], [2.626, 3.729, 0.060], [0.185, 1.438, -1.936], [-3.154, 1.995, -2.325], [-2.405, 2.710, -4.553], [-0.046, 2.343, -5.223], [2.143, 1.548, -4.738], [3.809, 0.653, -3.150], [3.263, 0.576, -0.746], [0.464, -1.289, 1.236], [1.760, -3.185, 2.127], [4.115, -2.871, 2.791], [5.109, -0.613, 2.755], [3.798, 1.301, 1.921], [1.770, 2.665, 3.162], [3.036, 4.687, 3.781], [3.971, 6.146, 2.015], [3.747, 5.501, -0.354], [2.529, 3.463, -0.983], [-1.232, -0.915, 5.584], [-0.851, 0.313, 4.378], [-1.716, 0.004, 2.858], [0.217, 0.270, 4.169], [-1.156, 1.290, 4.755], [-1.167, 2.816, 3.016], [-1.736, 0.909, -0.354], [-2.043, -0.348, -0.345], [-2.333, -1.636, -0.407], [-3.632, -2.117, -0.891], [-4.831, -1.458, -0.622], [-6.014, -1.902, -1.185], [-6.020, -2.993, -2.038], [-4.834, -3.659, -2.304], [-3.656, -3.240, -1.720], [-1.279, -2.664, -0.191], [-0.248, -2.786, -1.119], [0.695, -3.788, -0.986], [0.635, -4.667, 0.082], [-0.380, -4.541, 1.017], [-1.338, -3.552, 0.878], [-4.832, -0.593, 0.031], [-6.941, -1.396, -0.964], [-6.937, -3.324, -2.501], [-4.826, -4.501, -2.981], [-2.729, -3.754, -1.935], [-0.211, -2.108, -1.962], [1.471, -3.891, -1.730], [1.369, -5.452, 0.180], [-0.424, -5.221, 1.856], [-2.139, -3.478, 1.600]],
  "lowdin_charge": [0.404, 0.119, -0.252, -0.044, -0.060, -0.034, -0.158, -0.022, -0.067, -0.086, -0.275, 1.083, -0.349, -0.089, -0.060, -0.070, -0.072, -0.086, -0.374, -0.122, -0.070, -0.074, -0.069, -0.069, -0.117, 0.121, 0.107, 0.110, 0.114, 0.106, 0.107, 0.077, 0.091, 0.105, 0.106, 0.104, 0.106, 0.107, 0.105, 0.106, 0.106, 0.546, -0.966, 0.631, 0.029, 0.029, -0.466, -0.274, -0.031, -0.177, -0.177, -0.030, -0.088, -0.099, -0.083, -0.024, -0.228, -0.036, -0.077, -0.106, -0.093, -0.028, 0.112, 0.100, 0.097, 0.101, 0.113, 0.124, 0.104, 0.103, 0.105, 0.121],
  "spin_multiplicity": 1,
  "e_above_lowest_kcal_mol": 0.0,
  "homo_lumo_gap_ev": 7.4480,
  "energy_ev": -105715.9122
}

=====

3.
{
  "formula": "C38H28Cl3N5O4PSr",
  "method": "ωB97M-V/def2-TZVPD",
  "elements": ["Sr", "Cl", "C", "C", "C", "N", "C", "O", "C", "C", "C", "C", "C", "N", "C", "C", "C", "Cl", "N", "C", "O", "C", "C", "C", "C", "C", "N", "H", "H", "H", "H", "H", "H", "H", "H", "H", "H", "N", "C", "C", "O", "O", "H", "H", "H", "H", "Cl", "C", "C", "C", "C", "C", "C", "P", "C", "C", "C", "C", "C", "C", "C", "C", "C", "C", "C", "C", "H", "H", "H", "H", "H", "H", "H", "H", "H", "H", "H", "H", "H", "H"],
  "coordinates": [[0.223, -0.263, 0.221], [6.750, -2.983, -0.744], [5.020, -2.823, -0.689], [4.462, -1.575, -0.497], [3.075, -1.386, -0.457], [2.474, -0.158, -0.323], [3.165, 0.936, -0.023], [4.362, 1.060, 0.267], [2.375, 2.217, -0.120], [3.095, 3.396, 0.101], [2.485, 4.616, -0.079], [1.161, 4.630, -0.490], [0.524, 3.415, -0.681], [1.100, 2.233, -0.501], [2.235, -2.524, -0.633], [2.829, -3.773, -0.822], [4.202, -3.925, -0.848], [4.878, -5.501, -1.084], [0.869, -2.338, -0.571], [0.015, -3.271, -0.963], [0.218, -4.373, -1.492], [-1.440, -2.929, -0.731], [-2.318, -4.012, -0.597], [-3.676, -3.788, -0.505], [-4.128, -2.476, -0.570], [-3.186, -1.466, -0.657], [-1.875, -1.672, -0.725], [5.115, -0.726, -0.382], [4.128, 3.311, 0.399], [3.033, 5.534, 0.079], [0.641, 5.562, -0.660], [-0.502, 3.410, -1.027], [2.207, -4.640, -0.972], [-1.900, -5.008, -0.582], [-4.371, -4.610, -0.392], [-5.183, -2.244, -0.549], [-3.508, -0.434, -0.684], [-1.009, -1.911, 2.238], [0.181, -1.947, 3.072], [0.707, -0.510, 3.280], [1.189, -0.207, 4.360], [0.552, 0.262, 2.282], [-1.761, -1.468, 2.758], [-1.293, -2.858, 2.006], [0.953, -2.521, 2.555], [0.015, -2.389, 4.067], [-2.499, 1.938, -0.601], [-3.255, 2.896, 0.628], [-4.426, 3.569, 0.318], [-5.035, 4.346, 1.286], [-4.476, 4.438, 2.552], [-3.312, 3.753, 2.847], [-2.668, 2.979, 1.887], [-1.116, 1.985, 2.199], [-1.564, 1.491, 3.913], [-2.586, 0.553, 4.040], [-2.925, 0.030, 5.274], [-2.248, 0.446, 6.410], [-1.249, 1.395, 6.297], [-0.909, 1.914, 5.061], [0.025, 3.356, 2.589], [1.256, 3.015, 3.145], [2.167, 3.996, 3.485], [1.867, 5.331, 3.277], [0.655, 5.676, 2.704], [-0.259, 4.698, 2.352], [-4.844, 3.482, -0.673], [-5.938, 4.887, 1.049], [-4.947, 5.051, 3.307], [-2.872, 3.827, 3.832], [-3.114, 0.229, 3.150], [-3.712, -0.708, 5.349], [-2.487, 0.022, 7.374], [-0.714, 1.726, 7.175], [-0.111, 2.636, 5.007], [1.482, 1.976, 3.326], [3.111, 3.711, 3.924], [2.572, 6.103, 3.553], [0.421, 6.720, 2.534], [-1.197, 4.989, 1.899]],
  "lowdin_charge": [1.453, 0.620, -0.695, -0.040, -0.217, -0.071, -0.491, 0.001, -0.190, 0.000, -0.064, -0.075, -0.179, 0.059, -0.221, -0.046, -0.704, 0.623, -0.076, -0.506, 0.000, -0.217, -0.011, -0.066, -0.070, -0.162, 0.036, 0.089, 0.115, 0.107, 0.104, 0.052, 0.090, 0.115, 0.103, 0.096, 0.047, -0.001, -0.167, -0.670, 0.038, -0.448, 0.056, 0.079, 0.120, 0.117, 0.730, -0.628, -0.113, -0.090, -0.082, -0.089, -0.374, 1.092, -0.344, -0.118, -0.087, -0.091, -0.071, -0.072, -0.339, -0.098, -0.070, -0.100, -0.102, -0.101, 0.099, 0.100, 0.100, 0.114, 0.105, 0.099, 0.096, 0.104, 0.099, 0.092, 0.109, 0.097, 0.099, 0.100],
  "total_charge": -1,
  "spin_multiplicity": 1,
  "e_above_lowest_kcal_mol": 44.9,
  "homo_lumo_gap_ev": 6.2556,
  "energy_ev": -103199.8065
}